# C52H140N18O14P6S4

A cluster of 10 separate species, C52H140N18O14P6S4 in total (the ωB97M-V functional and the def2-TZVPD basis, the OMol25 dataset).

**E_HOMO**: -8.2 eV
**Kohn-Sham gap**: 0.30925 Ha
**LUMO level**: 0.2 eV
**SMILES**: CN(C)P(=O)(N(C)C)N(C)C.CN(C)P(=O)(N(C)C)N(C)C.CN(C)P(=O)(N(C)C)N(C)C.CN(C)P(=O)(N(C)C)N(C)C.CN(C)P(=O)(N(C)C)N(C)C.CN(C)P(=O)(N(C)C)N(C)C.O=S1(=O)CCCC1.O=S1(=O)CCCC1.O=S1(=O)CCCC1.O=S1(=O)CCCC1

Bonds (Å) are listed after each position.
Geometry (Å):
1 C 3.09288 -1.64119 2.69823  N2 1.465, H12 1.071, H13 1.099, H14 1.120
2 N 2.46584 -2.95812 2.56572  C1 1.465, C3 1.464, P4 1.642
3 C 1.38447 -3.15985 3.53136  N2 1.464, H15 1.157, H16 1.048, H17 1.065
4 P 3.42039 -4.24368 2.20288  N2 1.642, O5 1.468, N6 1.705, N9 1.685
5 O 4.50018 -4.46449 3.17271  P4 1.468
6 N 2.16398 -5.39545 2.15065  P4 1.705, C7 1.419, C8 1.506
7 C 1.00580 -5.37877 1.33173  N6 1.419, H18 1.087, H19 1.076, H20 1.084
8 C 2.34850 -6.72386 2.83670  N6 1.506, H21 1.121, H22 1.116, H23 1.099
9 N 4.12652 -3.91197 0.70979  P4 1.685, C10 1.481, C11 1.418
10 C 5.28354 -4.78246 0.39886  N9 1.481, H24 1.143, H25 1.060, H26 1.120
11 C 3.31819 -3.77185 -0.44708  N9 1.418, H27 1.142, H28 1.097, H29 1.053
12 H 3.39752 -1.39166 3.69467  C1 1.071
13 H 2.36829 -0.87177 2.39529  C1 1.099
14 H 3.92215 -1.56252 1.94943  C1 1.120
15 H 1.67904 -2.84375 4.60477  C3 1.157
16 H 0.97872 -4.12357 3.59414  C3 1.048
17 H 0.58986 -2.48738 3.30672  C3 1.065
18 H 0.66975 -4.35621 1.18071  C7 1.087
19 H 1.26403 -5.72990 0.34765  C7 1.076
20 H 0.23172 -5.98839 1.78367  C7 1.084
21 H 2.64796 -7.51087 2.09618  C8 1.121
22 H 3.10594 -6.58856 3.64540  C8 1.116
23 H 1.41308 -7.05238 3.31189  C8 1.099
24 H 4.84393 -5.69415 -0.13173  C10 1.143
25 H 5.95442 -4.27655 -0.24759  C10 1.060
26 H 5.86565 -5.17783 1.27028  C10 1.120
27 H 3.85757 -3.07352 -1.17148  C11 1.142
28 H 2.30544 -3.44497 -0.17980  C11 1.097
29 H 3.31275 -4.66971 -0.99747  C11 1.053
30 C 2.53636 2.41796 1.64126  N31 1.423, H41 1.128, H42 1.041, H43 1.104
31 N 3.35705 3.57912 1.70704  C30 1.423, C32 1.436, P33 1.689
32 C 4.58089 3.35239 2.42301  N31 1.436, H44 1.098, H45 1.192, H46 1.151
33 P 3.10357 5.07490 0.96397  N31 1.689, O34 1.481, N35 1.667, N38 1.682
34 O 4.08520 6.09839 1.38940  P33 1.481
35 N 3.16381 4.89553 -0.69209  P33 1.667, C36 1.452, C37 1.424
36 C 2.45841 3.84163 -1.39973  N35 1.452, H47 1.080, H48 1.131, H49 1.106
37 C 4.30265 5.39297 -1.38796  N35 1.424, H50 1.077, H51 1.108, H52 1.076
38 N 1.49121 5.42542 1.29037  P33 1.682, C39 1.425, C40 1.426
39 C 1.08669 5.33447 2.65362  N38 1.425, H53 1.097, H54 1.125, H55 1.073
40 C 0.88559 6.47261 0.53584  N38 1.426, H56 1.115, H57 1.108, H58 1.137
41 H 1.52791 2.50944 1.14514  C30 1.128
42 H 2.42528 2.05895 2.61244  C30 1.041
43 H 3.04566 1.62242 1.06892  C30 1.104
44 H 4.98557 4.32117 2.74609  C32 1.098
45 H 5.38114 2.77968 1.74978  C32 1.192
46 H 4.34948 2.68332 3.33048  C32 1.151
47 H 1.49643 3.63963 -0.95188  C36 1.080
48 H 2.18542 4.20211 -2.43680  C36 1.131
49 H 3.16592 2.99432 -1.46986  C36 1.106
50 H 4.97323 4.58064 -1.61351  C37 1.077
51 H 4.05735 5.81571 -2.38190  C37 1.108
52 H 4.82107 6.12615 -0.79421  C37 1.076
53 H 1.63116 4.52155 3.14979  C39 1.097
54 H 1.34711 6.29926 3.17052  C39 1.125
55 H 0.03238 5.17873 2.77687  C39 1.073
56 H -0.21869 6.31711 0.55308  C40 1.115
57 H 1.21468 6.41674 -0.52070  C40 1.108
58 H 1.15261 7.49477 0.95545  C40 1.137
59 C 3.06419 6.45167 -6.23286  N60 1.478, H70 1.090, H71 1.122, H72 1.090
60 N 3.49671 5.03880 -6.28470  C59 1.478, C61 1.434, P62 1.671
61 C 4.76905 4.81818 -5.66019  N60 1.434, H73 1.109, H74 1.087, H75 1.143
62 P 2.83248 3.86075 -7.26630  N60 1.671, O63 1.441, N64 1.708, N67 1.658
63 O 3.42465 2.56107 -7.07284  P62 1.441
64 N 1.16472 3.87023 -6.89792  P62 1.708, C65 1.442, C66 1.421
65 C 0.29055 4.99982 -7.09744  N64 1.442, H76 1.074, H77 1.095, H78 1.113
66 C 0.66447 2.83077 -6.06744  N64 1.421, H79 1.113, H80 1.075, H81 1.049
67 N 2.83032 4.51129 -8.79165  P62 1.658, C68 1.441, C69 1.440
68 C 1.90949 4.33393 -9.88580  N67 1.441, H82 1.099, H83 1.087, H84 1.108
69 C 4.08493 5.00749 -9.29470  N67 1.440, H85 1.168, H86 1.052, H87 1.081
70 H 3.56053 7.07104 -5.48560  C59 1.090
71 H 1.99506 6.61184 -5.93142  C59 1.122
72 H 3.08162 6.79637 -7.26727  C59 1.090
73 H 5.54072 5.51218 -6.05198  C61 1.109
74 H 5.06799 3.77346 -5.62181  C61 1.087
75 H 4.65762 5.05958 -4.54905  C61 1.143
76 H 0.22077 5.57955 -6.19564  C65 1.074
77 H 0.70373 5.66917 -7.85968  C65 1.095
78 H -0.72693 4.67295 -7.40712  C65 1.113
79 H 0.79887 3.02355 -4.97979  C66 1.113
80 H -0.38267 2.68452 -6.26431  C66 1.075
81 H 1.20611 1.93728 -6.15895  C66 1.049
82 H 2.43680 3.90719 -10.75050  C68 1.099
83 H 0.97279 3.82706 -9.66995  C68 1.087
84 H 1.71423 5.39038 -10.15545  C68 1.108
85 H 4.79612 4.19113 -9.73345  C69 1.168
86 H 4.59796 5.54322 -8.54836  C69 1.052
87 H 3.88780 5.52967 -10.22013  C69 1.081
88 C 2.12065 -4.14416 -4.17600  N89 1.452, H99 1.098, H100 1.108, H101 1.063
89 N 0.85161 -4.14821 -3.47006  C88 1.452, C90 1.427, P91 1.721
90 C 0.72908 -5.31520 -2.65791  N89 1.427, H102 1.085, H103 1.123, H104 1.103
91 P -0.53116 -3.39694 -4.16712  N89 1.721, O92 1.452, N93 1.654, N96 1.646
92 O -1.55847 -3.40482 -3.14109  P91 1.452
93 N 0.12059 -1.92609 -4.55162  P91 1.654, C94 1.468, C95 1.433
94 C -0.48182 -1.13210 -5.62924  N93 1.468, H105 1.059, H106 1.159, H107 1.095
95 C 1.04758 -1.22881 -3.70975  N93 1.433, H108 1.064, H109 1.063, H110 1.103
96 N -0.98683 -4.10232 -5.58291  P91 1.646, C97 1.417, C98 1.485
97 C -0.22639 -4.32457 -6.75719  N96 1.417, H111 1.117, H112 1.115, H113 1.054
98 C -2.25353 -4.86956 -5.69504  N96 1.485, H114 1.087, H115 1.096, H116 1.129
99 H 2.07254 -4.68389 -5.13120  C88 1.098
100 H 2.92865 -4.61303 -3.58011  C88 1.108
101 H 2.38125 -3.13436 -4.38273  C88 1.063
102 H 0.78151 -6.29126 -3.12883  C90 1.085
103 H -0.26456 -5.23813 -2.14026  C90 1.123
104 H 1.40403 -5.32352 -1.78581  C90 1.103
105 H -1.21038 -1.65907 -6.18888  C94 1.059
106 H -1.02633 -0.20562 -5.19384  C94 1.159
107 H 0.26992 -0.75412 -6.32960  C94 1.095
108 H 1.36866 -1.78829 -2.86368  C95 1.064
109 H 1.96125 -0.93554 -4.16824  C95 1.063
110 H 0.47377 -0.36752 -3.32777  C95 1.103
111 H -0.70290 -3.69862 -7.55000  C97 1.117
112 H 0.80788 -3.90730 -6.74408  C97 1.115
113 H -0.28100 -5.33061 -7.06806  C97 1.054
114 H -2.61611 -4.68292 -6.70254  C98 1.087
115 H -2.87293 -4.56479 -4.84405  C98 1.096
116 H -2.13031 -5.98679 -5.59061  C98 1.129
117 C -1.05185 -4.12108 7.21385  N118 1.511, H128 1.125, H129 1.106, H130 1.133
118 N -2.51118 -3.73551 7.28750  C117 1.511, C119 1.488, P120 1.672
119 C -2.98127 -4.11603 8.64659  N118 1.488, H131 1.074, H132 1.133, H133 1.057
120 P -3.39609 -3.36078 5.91942  N118 1.672, O121 1.485, N122 1.640, N125 1.666
121 O -3.09285 -2.12725 5.15017  P120 1.485
122 N -3.10396 -4.76477 5.12432  P120 1.640, C123 1.478, C124 1.429
123 C -2.85396 -4.61989 3.67526  N122 1.478, H134 1.078, H135 1.108, H136 1.076
124 C -3.03754 -6.06392 5.71591  N122 1.429, H137 1.068, H138 1.071, H139 1.110
125 N -4.99224 -3.35850 6.39704  P120 1.666, C126 1.455, C127 1.509
126 C -5.67938 -4.63629 6.50141  N125 1.455, H140 1.057, H141 1.072, H142 1.087
127 C -5.88954 -2.22167 5.97336  N125 1.509, H143 1.085, H144 1.086, H145 1.079
128 H -0.45424 -3.25998 7.62283  C117 1.125
129 H -0.65369 -4.42002 6.22639  C117 1.106
130 H -0.79647 -5.00075 7.87993  C117 1.133
131 H -2.91632 -5.17848 8.79021  C119 1.074
132 H -4.07487 -3.82406 8.70200  C119 1.133
133 H -2.47137 -3.61116 9.42274  C119 1.057
134 H -3.62643 -5.05278 3.06069  C123 1.078
135 H -2.96937 -3.54905 3.41388  C123 1.108
136 H -1.82911 -4.82739 3.42123  C123 1.076
137 H -2.96466 -6.03500 6.78080  C124 1.068
138 H -3.86242 -6.73107 5.57151  C124 1.071
139 H -2.16817 -6.58913 5.26739  C124 1.110
140 H -6.37674 -4.60453 7.29569  C126 1.057
141 H -6.16837 -4.92212 5.59113  C126 1.072
142 H -4.97327 -5.41250 6.78432  C126 1.087
143 H -6.32827 -1.65893 6.79103  C127 1.085
144 H -6.64719 -2.65662 5.32868  C127 1.086
145 H -5.29810 -1.52965 5.39446  C127 1.079
146 C -3.27044 2.38950 2.99120  N147 1.488, H157 1.098, H158 1.110, H159 1.094
147 N -2.81493 1.69153 4.22426  C146 1.488, C148 1.464, P149 1.620
148 C -3.88744 1.41824 5.18223  N147 1.464, H160 1.104, H161 1.115, H162 1.056
149 P -1.27004 1.66812 4.71172  N147 1.620, O150 1.496, N151 1.674, N154 1.654
150 O -0.37045 1.77488 3.52162  P149 1.496
151 N -1.01856 2.97647 5.72578  P149 1.674, C152 1.468, C153 1.450
152 C 0.23968 3.02998 6.48079  N151 1.468, H163 1.084, H164 1.119, H165 1.108
153 C -1.68105 4.24960 5.51695  N151 1.450, H166 1.076, H167 1.073, H168 1.134
154 N -0.97699 0.33685 5.64784  P149 1.654, C155 1.446, C156 1.408
155 C -0.02007 -0.63726 5.17187  N154 1.446, H169 1.067, H170 1.090, H171 1.089
156 C -1.43035 0.16296 6.96934  N154 1.408, H172 1.084, H173 1.096, H174 1.152
157 H -3.84503 1.65588 2.41049  C146 1.098
158 H -2.35436 2.84821 2.56350  C146 1.110
159 H -3.98016 3.17583 3.26339  C146 1.094
160 H -4.76074 1.02699 4.63127  C148 1.104
161 H -4.14111 2.35488 5.73203  C148 1.115
162 H -3.65933 0.67358 5.89558  C148 1.056
163 H -0.01333 2.98704 7.53445  C152 1.084
164 H 0.88803 2.15747 6.21334  C152 1.119
165 H 0.80984 3.94382 6.21907  C152 1.108
166 H -1.00607 4.95201 5.05956  C153 1.076
167 H -2.61994 4.13122 5.01209  C153 1.073
168 H -1.89830 4.62168 6.56540  C153 1.134
169 H -0.35795 -1.64920 5.19310  C155 1.067
170 H 0.31999 -0.43135 4.15742  C155 1.090
171 H 0.90557 -0.55775 5.74015  C155 1.089
172 H -0.60060 0.01732 7.65182  C156 1.084
173 H -2.14019 -0.67155 6.94760  C156 1.096
174 H -2.00637 1.12646 7.22725  C156 1.152
175 O 6.50813 -1.21802 -2.22334  S176 1.469
176 S 5.23634 -0.73979 -2.78219  O175 1.469, O177 1.437, C178 1.857, C181 1.810
177 O 4.33412 -1.66873 -3.40542  S176 1.437
178 C 4.39699 0.11078 -1.36090  S176 1.857, C179 1.545, H182 1.065, H183 1.092
179 C 5.21727 1.41512 -1.25028  C178 1.545, C180 1.565, H184 1.082, H185 1.132
180 C 5.38834 1.95044 -2.71140  C179 1.565, C181 1.566, H186 1.054, H187 1.092
181 C 5.50377 0.77404 -3.73789  S176 1.810, C180 1.566, H188 1.113, H189 1.089
182 H 4.45133 -0.65636 -0.62429  C178 1.065
183 H 3.35745 0.27915 -1.64982  C178 1.092
184 H 4.75977 2.20662 -0.67237  C179 1.082
185 H 6.23710 1.11189 -0.86291  C179 1.132
186 H 6.25270 2.51737 -2.91681  C180 1.054
187 H 4.47255 2.48308 -2.97604  C180 1.092
188 H 6.53079 0.63735 -4.14494  C181 1.113
189 H 4.83298 0.77532 -4.59632  C181 1.089
190 O -5.40153 -0.70309 2.68957  S191 1.458
191 S -6.13883 -1.11131 1.50037  O190 1.458, O192 1.451, C193 1.790, C196 1.778
192 O -7.20051 -2.08769 1.66195  S191 1.451
193 C -6.81128 0.28091 0.59799  S191 1.790, C194 1.569, H197 1.119, H198 1.108
194 C -7.16114 -0.31001 -0.81298  C193 1.569, C195 1.493, H199 1.076, H200 1.085
195 C -6.32459 -1.53030 -1.01047  C194 1.493, C196 1.488, H201 1.100, H202 1.124
196 C -5.26939 -1.61761 0.03496  S191 1.778, C195 1.488, H203 1.083, H204 1.064
197 H -5.99640 1.04654 0.55697  C193 1.119
198 H -7.68267 0.71588 1.12625  C193 1.108
199 H -8.19163 -0.60500 -0.71638  C194 1.076
200 H -7.05250 0.40729 -1.62037  C194 1.085
201 H -5.89484 -1.49451 -2.02232  C195 1.100
202 H -6.92642 -2.47453 -0.91247  C195 1.124
203 H -4.44330 -0.93856 -0.13933  C196 1.083
204 H -4.82215 -2.56754 0.20453  C196 1.064
205 O -3.42556 0.61705 -0.97686  S206 1.429
206 S -3.88850 1.73302 -1.73913  O205 1.429, O207 1.456, C208 1.760, C211 1.788
207 O -4.97006 1.50136 -2.68559  S206 1.456
208 C -4.36386 3.10483 -0.74423  S206 1.760, C209 1.562, H212 1.098, H213 1.060
209 C -4.11749 4.31870 -1.69633  C208 1.562, C210 1.564, H214 1.080, H215 1.111
210 C -2.70594 4.02899 -2.30337  C209 1.564, C211 1.522, H216 1.060, H217 1.119
211 C -2.48907 2.53707 -2.50942  S206 1.788, C210 1.522, H218 1.102, H219 1.100
212 H -3.73995 3.15849 0.15708  C208 1.098
213 H -5.36578 2.92018 -0.45078  C208 1.060
214 H -4.90714 4.24355 -2.42888  C209 1.080
215 H -4.14803 5.29090 -1.15910  C209 1.111
216 H -1.95892 4.44449 -1.67642  C210 1.060
217 H -2.58756 4.62447 -3.24277  C210 1.119
218 H -1.49044 2.18270 -2.20728  C211 1.102
219 H -2.65768 2.36385 -3.58239  C211 1.100
220 O -0.11671 1.23200 -0.65951  S221 1.453
221 S 0.15446 -0.15600 -0.32700  O220 1.453, O222 1.441, C223 1.786, C226 1.815
222 O 1.46345 -0.72149 -0.53478  S221 1.441
223 C -0.43503 -0.45231 1.33250  S221 1.786, C224 1.578, H227 1.079, H228 1.126
224 C -1.83996 -1.14542 1.14497  C223 1.578, C225 1.587, H229 1.113, H230 1.087
225 C -1.69069 -2.10156 -0.11325  C224 1.587, C226 1.517, H231 1.134, H232 1.088
226 C -0.96086 -1.30631 -1.17976  S221 1.815, C225 1.517, H233 1.114, H234 1.070
227 H -0.57697 0.44292 1.91845  C223 1.079
228 H 0.24616 -1.22310 1.79144  C223 1.126
229 H -2.00863 -1.65190 2.12151  C224 1.113
230 H -2.69386 -0.49233 0.98519  C224 1.087
231 H -2.66029 -2.61564 -0.40064  C225 1.134
232 H -1.01112 -2.86969 0.24879  C225 1.088
233 H -1.65352 -0.60449 -1.69826  C226 1.114
234 H -0.41332 -1.90521 -1.87654  C226 1.070